# CH3ClO2

CH3ClO2 in the gas phase (ωB97M-V/def2-TZVPD, the Open Molecules 2025 dataset).

HOMO = -10.57 eV
energy relative to the best compared isomer or geometry (same formula, charge and spin) = 483.37 kJ/mol
E_LUMO = -0.576 eV
2S+1 = 1

CARTESIAN COORDINATES (ANGSTROEM)
C1 0.29080 0.24753 1.00561
O1 -0.86411 0.96625 0.84248
O2 -0.62105 2.56415 1.09985
Cl1 -0.07944 2.71190 2.65500
H1 0.14727 -0.68383 0.67409
H2 0.62584 0.16607 2.09066
H3 1.17616 0.58304 0.27246

Cartesian forces, eV/Å:
3.95 3.90 0.92
-0.67 2.60 0.01
0.06 -3.12 -0.24
-0.07 0.24 0.05
-1.39 -3.76 -1.21
-0.20 0.33 -1.30
-1.68 -0.18 1.77